Entry from the OMol25 dataset: a cluster of 2 separate species, C4H12 in total at a distorted geometry (ωB97M-V/def2-TZVPD).

```
16
Properties=species:S:1:pos:R:3:mulliken_charge:R:1
C -2.0563 0.5166 0.1089 -0.72
C 2.3647 0.9159 0.3224 -0.74
C 2.4498 -0.6876 0.1852 -0.81
C -2.7004 -0.7298 -0.5245 -0.77
H 1.5541 -1.1336 -0.2663 0.21
H -2.0666 -1.6004 -0.6061 0.27
H -2.4250 1.4955 -0.1167 0.35
H 1.6908 1.2615 1.1133 0.28
H 3.3798 1.2854 0.1879 0.30
H 2.3767 -1.0986 1.1665 0.28
H -1.7824 0.4747 1.1503 0.31
H -0.9868 0.8154 -0.1712 0.08
H 3.3500 -1.0026 -0.3248 0.30
H -3.7007 -1.1527 -0.1090 0.25
H 1.7418 1.1386 -0.5817 0.17
H -3.1895 -0.4982 -1.5341 0.23
```

Output
energy	-159.5371	a.u.
E_LUMO	1.0728	eV
ΔE to the lowest compared entry with this formula, charge and spin	30.1	kcal per mole
HOMO energy	-0.4041	Ha
HOMO-LUMO gap	12.07	eV
structure (SMILES)	CC.CC